Below is a cluster of 11 separate species, C11H44O11 in total in a non-equilibrium geometry, with properties calculated with the ωB97M-V functional and the def2-TZVPD basis.

Each line ends with the Mulliken charge.
CARTESIAN COORDINATES (ANGSTROEM)
1 O -3.52343 -1.24725 3.30502  -0.58
2 O -0.60274 -3.32189 2.29891  -0.47
3 O 4.50901 0.99418 2.71431  -0.47
4 O -3.08028 0.56613 -3.26141  -0.59
5 O -2.27066 -1.01290 0.94228  -0.44
6 O 3.24738 0.07448 0.27765  -0.60
7 O 3.06597 0.95467 -2.46592  -0.49
8 O -3.43311 -2.90170 -2.98561  -0.49
9 O -2.31981 2.03255 -0.76757  -0.66
10 O -0.25734 4.04095 -0.12122  -0.55
11 O 0.40543 -0.88129 0.52273  -0.31
12 C 3.22336 2.09574 -3.35108  -0.20
13 C -2.54939 -0.94224 4.35679  -0.52
14 C 0.52486 -0.18883 1.77530  -0.31
15 C 4.31369 0.18526 3.86154  -0.49
16 C 1.05836 4.06557 0.46981  -0.05
17 C 1.85011 2.56816 -3.73269  -0.80
18 C 1.01844 4.00850 1.98912  -1.00
19 C 0.42759 -4.10794 1.72458  -0.61
20 C -3.14834 -1.27118 -0.15654  -0.64
21 C -2.46952 -3.30225 -4.00705  -0.42
22 C -1.13732 -2.75811 -3.62638  -0.56
23 H -2.35801 0.11895 4.22920  0.22
24 H -0.30983 -3.01309 -4.26685  0.43
25 H -4.04768 -0.70156 -0.25248  0.48
26 H 4.61525 0.69973 4.82527  0.24
27 H 1.11006 1.81999 -3.80239  0.26
28 H -0.40148 4.88740 -0.53982  0.25
29 H 2.47333 0.33114 -2.88855  0.20
30 H 1.22385 -4.35704 2.44655  0.26
31 H 0.56073 -0.90656 2.59526  0.19
32 H -0.50546 -1.06287 0.27694  0.15
33 H 0.94186 -3.60266 0.87161  0.18
34 H -1.51172 2.58830 -0.71122  0.40
35 H -1.06322 -2.72207 1.68925  0.33
36 H -0.85494 -3.15584 -2.64735  0.16
37 H 0.51808 3.08375 2.22792  0.16
38 H 4.15950 0.49764 1.97139  0.35
39 H -0.29790 0.48980 1.94169  0.10
40 H 1.61179 4.90806 0.07638  0.46
41 H 1.53708 3.12019 0.06054  -0.01
42 H -2.62834 -1.11926 -1.10638  0.02
43 H -3.78513 -2.03161 -3.27432  0.28
44 H -3.43440 -2.29724 -0.18242  0.39
45 H 3.69004 1.75834 -4.23720  0.27
46 H 3.27973 0.59727 -0.49717  0.33
47 H 3.23577 -0.02576 3.99222  0.17
48 H -2.40117 1.64727 0.09073  0.25
49 H 2.58187 -0.63986 0.09391  0.24
50 H -1.18318 -1.66905 -3.53832  0.01
51 H 1.42524 3.22893 -2.91669  0.09
52 H -2.81506 1.06535 -2.47124  0.33
53 H -3.07414 -1.05396 5.34003  0.30
54 H -2.90426 -3.06231 -4.97142  0.33
55 H 1.47128 0.34744 1.74244  0.23
56 H -2.80915 -1.04257 1.74045  0.29
57 H 3.86767 2.80866 -2.81676  0.31
58 H -2.48940 -4.37732 -3.86181  0.22
59 H -2.29228 0.54800 -3.76025  0.29
60 H 1.84196 3.18224 -4.69443  0.31
61 H 0.04781 -5.03326 1.32906  0.30
62 H 2.07146 4.04173 2.31295  0.32
63 H -3.80109 -2.18147 3.43574  0.30
64 H 4.89486 -0.75561 3.84626  0.24
65 H 0.58497 4.90191 2.32244  0.37
66 H -1.62861 -1.51176 4.21626  0.22

Properties
gap between HOMO and LUMO	10.0	eV
SMILES	CCO.CCO.CCO.CO.CO.CO.CO.CO.O.O.O
energy above the lowest of the compared OMol25 structures with the same formula, charge and spin	13.0	kJ/mol
E_LUMO	0.3	eV
electronic energy	-1273.00630	Ha
2S+1	1

=====

Below is a cluster of 11 separate species, C11H44O11 in total in a non-equilibrium geometry, with properties calculated with the ωB97M-V functional and the def2-TZVPD basis.

Each line ends with the Mulliken charge.
CARTESIAN COORDINATES (ANGSTROEM)
1 O 6.21120 -2.13886 -1.65648  -0.50
2 O 5.74351 3.78040 2.96102  -0.49
3 O 5.71369 5.17510 -2.00770  -0.49
4 O 2.93396 -6.35116 -1.55483  -0.49
5 O -0.97661 -0.89871 -0.50693  -0.49
6 O -3.92676 -4.27198 -7.92885  -0.51
7 O -1.33607 7.01649 2.49765  -0.49
8 O 0.16867 1.08967 -5.14926  -0.51
9 O -1.40541 2.97804 6.34990  -0.48
10 O -4.23742 -4.89280 4.46207  -0.50
11 O -5.80060 -3.99833 -0.85839  -0.51
12 C -1.09035 8.35043 2.76708  -0.49
13 C -3.59433 -4.48937 -6.57775  -0.45
14 C 0.87833 0.48169 -6.22313  -0.49
15 C 5.59190 -0.88413 -1.54772  -0.51
16 C -7.12631 -4.08410 -1.41961  -0.44
17 C -0.65088 -0.13665 0.61992  -0.51
18 C 4.74819 4.45375 3.72209  -0.50
19 C -3.19436 -4.35254 5.22920  -0.50
20 C -2.76013 2.54921 6.47741  -0.53
21 C 4.36765 5.41293 -2.41022  -0.51
22 C 2.11279 -6.37372 -0.43448  -0.53
23 H -3.44601 3.36235 6.71503  0.24
24 H -7.39069 -5.14141 -1.40186  0.22
25 H 7.13651 -2.11620 -1.40175  0.30
26 H -0.47436 -0.80332 1.46401  0.23
27 H -2.04669 8.85627 2.89990  0.23
28 H -4.59663 -5.68551 4.86727  0.30
29 H 0.63954 0.77046 -7.24670  0.24
30 H -0.02665 0.45262 -4.45817  0.32
31 H 2.28575 -7.29200 0.12671  0.22
32 H -4.36763 -5.11427 -6.13099  0.22
33 H -1.44504 6.86229 1.55640  0.30
34 H -3.59038 -3.51523 -6.08874  0.22
35 H 0.29613 0.38916 0.49823  0.22
36 H -7.17347 -3.73896 -2.45245  0.20
37 H 5.09866 4.41935 4.75364  0.24
38 H -4.85467 -4.02857 -7.96528  0.30
39 H 3.39730 -5.51043 -1.56497  0.32
40 H 2.09343 -5.48591 0.19759  0.26
41 H -0.49909 8.90028 2.03485  0.25
42 H 5.41540 -0.59348 -0.51212  0.25
43 H 4.64734 5.49539 3.41726  0.22
44 H -1.58864 -1.59409 -0.25500  0.30
45 H 5.65104 4.73693 -1.15583  0.29
46 H -2.94838 -3.31545 5.00104  0.21
47 H 4.30286 5.89030 -3.38799  0.23
48 H -2.27652 -4.89548 5.00362  0.24
49 H -3.13401 2.02253 5.59939  0.24
50 H 3.76636 3.98040 3.72580  0.21
51 H -1.40219 0.58750 0.93492  0.24
52 H -1.55785 3.71372 5.75229  0.30
53 H 3.81449 5.94991 -1.63966  0.23
54 H -2.61877 -4.96519 -6.47788  0.21
55 H -5.80290 -4.23193 0.07275  0.30
56 H 6.45541 3.57257 3.57064  0.31
57 H 1.94759 0.53321 -6.01787  0.23
58 H -3.40180 -4.34861 6.29927  0.24
59 H 4.67315 -0.73920 -2.11606  0.23
60 H 1.05567 -6.37834 -0.70013  0.23
61 H 3.76897 4.50361 -2.46333  0.23
62 H -7.73368 -3.44096 -0.78277  0.23
63 H 6.25778 -0.09274 -1.89184  0.23
64 H 0.61936 -0.57484 -6.15390  0.21
65 H -0.54219 8.40135 3.70783  0.20
66 H -2.77545 1.78642 7.25588  0.21

Properties
gap between HOMO and LUMO	10.3	eV
SMILES	CO.CO.CO.CO.CO.CO.CO.CO.CO.CO.CO
energy above the lowest of the compared OMol25 structures with the same formula, charge and spin	428.0	kJ/mol
E_LUMO	0.2	eV
electronic energy	-1272.84825	Ha
2S+1	1

=====

Below is a structure of composition C11H44O11Rb in a non-equilibrium geometry, with properties calculated with the ωB97M-V functional and the def2-TZVPD basis.

Each line ends with the Mulliken charge.
CARTESIAN COORDINATES (ANGSTROEM)
1 Rb 0.10350 -0.34861 -0.32579  0.37
2 O -4.81940 -1.53600 0.87187  -0.51
3 O 1.75000 -1.26764 1.86892  -0.09
4 O -0.80034 -2.20537 -2.78401  -0.44
5 O -0.57151 -0.14843 6.53805  -0.52
6 O 0.91889 2.03173 -2.13196  -0.06
7 O 3.12701 -0.61429 -0.59962  -0.27
8 O -2.17866 1.31282 -1.06265  -0.24
9 O 0.75998 2.00259 1.85506  -0.14
10 O 3.15080 -5.57124 -1.04943  -0.57
11 O -2.05304 -2.06276 1.34394  -0.51
12 O 0.48647 1.79366 -4.78871  -0.50
13 C 0.48474 -1.99548 -3.39863  -0.35
14 C -4.96440 -1.09403 -0.47056  -0.12
15 C 1.52108 -2.32135 2.77834  -0.84
16 C 3.39182 0.71920 -0.44212  -0.20
17 C 1.30197 3.38105 -1.86873  -0.85
18 C -0.11838 2.82902 2.56581  -0.93
19 C -2.49314 2.41757 -0.22599  -0.37
20 C 2.57096 -4.31421 -0.68720  -0.15
21 C -0.28861 0.89072 5.56476  -0.39
22 C -2.05823 -1.27138 2.52933  -0.43
23 C 0.15747 3.09705 -5.28205  -0.69
24 H -1.22805 -0.72382 6.13871  0.29
25 H -5.89546 -0.55447 -0.64412  0.30
26 H 0.38475 3.36303 3.37190  0.37
27 H 4.02896 0.79359 0.43915  0.36
28 H 2.46546 1.25071 -0.22433  -0.39
29 H -1.70194 -2.94012 1.51299  0.23
30 H -1.11287 1.60132 5.50377  0.34
31 H -0.53617 3.62143 1.94482  0.37
32 H -0.98333 2.33881 3.01268  0.28
33 H 0.86776 -3.06275 2.31835  0.22
34 H 3.86968 1.23054 -1.27775  0.36
35 H -1.08407 -3.11998 -2.85178  0.25
36 H -2.69004 -1.84856 3.20444  0.43
37 H -4.13605 -0.42560 -0.70535  -0.21
38 H 0.85184 -0.97040 -3.34814  0.11
39 H 2.45072 -2.79979 3.08657  0.40
40 H 1.08388 -1.91211 3.68909  0.25
41 H 3.37874 -5.58018 -1.98193  0.30
42 H -1.93984 3.25364 -0.65369  0.22
43 H 0.37833 -2.30434 -4.43852  0.35
44 H -0.52831 3.61431 -4.61106  0.23
45 H 3.93241 -0.92057 -1.02287  0.22
46 H 1.26314 -2.62398 -2.96598  0.11
47 H 0.43980 4.01240 -2.08357  0.34
48 H 2.62926 -1.43888 1.52370  0.16
49 H 1.74176 -4.08025 -1.35489  0.04
50 H 1.43678 3.48083 -0.79171  0.20
51 H 1.60863 2.42714 1.70958  0.18
52 H 0.68674 2.00386 -3.06305  0.30
53 H 0.74385 1.23280 -5.52410  0.29
54 H -1.04716 -1.19870 2.93000  -0.02
55 H 2.17621 3.59988 -2.48185  0.29
56 H 3.36378 -3.56643 -0.70642  0.19
57 H -0.13893 0.45660 4.57620  -0.06
58 H -4.89468 -1.85777 -1.24511  0.28
59 H -2.55258 1.44127 -1.93745  0.16
60 H 2.17134 -4.42780 0.32052  0.17
61 H -0.33984 2.96554 -6.24304  0.36
62 H 0.56716 1.54633 5.72579  0.35
63 H -3.57005 2.58589 -0.22105  0.37
64 H -2.16559 2.25837 0.80137  -0.07
65 H -2.51701 -0.32366 2.24746  0.29
66 H 1.06389 3.68426 -5.42927  0.28
67 H -3.90188 -1.80703 0.95127  0.33

Properties
gap between HOMO and LUMO	9.6	eV
charge	+1
E_LUMO	-2.3	eV
electronic energy	-1296.85989	Ha
2S+1	1

=====

Below is a structure of composition C11H46AsF6N22O12 in a non-equilibrium geometry, with properties calculated with the ωB97M-V functional and the def2-TZVPD basis.

Each line ends with the Mulliken charge.
CARTESIAN COORDINATES (ANGSTROEM)
1 As 17.88612 -20.33124 18.86009  2.18
2 F 17.47798 -22.02117 19.43394  -0.55
3 F 18.27735 -18.68470 18.26244  -0.53
4 F 18.04477 -19.84647 20.55135  -0.53
5 F 19.56345 -20.80508 18.76550  -0.50
6 F 17.70834 -20.89028 17.09223  -0.57
7 F 16.10944 -19.98530 18.79495  -0.54
8 O 17.10092 -26.23965 14.07973  -0.69
9 O 12.57055 -17.24236 17.85512  -0.60
10 O 19.90492 -26.37181 19.36259  -0.68
11 O 13.13757 -26.29945 17.40654  -0.63
12 O 17.00465 -13.01659 15.58320  -0.62
13 O 14.62476 -18.41373 23.86168  -0.68
14 O 14.00430 -19.35691 12.21030  -0.66
15 O 24.96425 -17.80331 17.55992  -0.66
16 O 23.20721 -22.40532 22.94669  -0.72
17 O 17.58089 -24.95833 24.94055  -0.65
18 O 22.44127 -16.44978 22.03153  -0.64
19 O 21.23521 -19.50010 12.07387  -0.70
20 N 14.62557 -17.41814 21.87212  -0.35
21 N 24.12540 -20.43469 22.65888  -0.36
22 N 13.54271 -19.25812 22.12962  -0.35
23 N 19.42027 -19.00152 13.26442  -0.31
24 N 20.34876 -25.40066 21.25938  -0.37
25 N 18.12263 -22.86780 24.33427  -0.34
26 N 17.90928 -14.59728 16.75706  -0.35
27 N 12.86987 -28.08176 18.55211  -0.41
28 N 17.62763 -25.74272 16.05385  -0.30
29 N 24.67047 -20.00015 17.13788  -0.46
30 N 15.81465 -14.66421 16.47403  -0.38
31 N 22.05910 -20.63497 22.83459  -0.32
32 N 14.52725 -19.39466 14.43541  -0.32
33 N 21.49016 -15.00204 23.40764  -0.39
34 N 23.00688 -18.79859 17.82088  -0.32
35 N 12.90604 -18.10558 13.64880  -0.38
36 N 14.44268 -26.56869 19.21769  -0.38
37 N 20.90132 -20.32412 14.09177  -0.33
38 N 21.35968 -24.62467 19.56637  -0.43
39 N 20.32592 -16.59120 22.80583  -0.35
40 N 17.81880 -23.23423 26.43968  -0.40
41 N 17.60973 -27.83702 15.56414  -0.38
42 C 16.90446 -13.99911 16.21240  0.60
43 C 17.41809 -26.58768 15.18122  0.65
44 C 20.54168 -19.59689 13.07191  0.67
45 C 14.24780 -18.34201 22.72475  0.71
46 C 17.83652 -23.78784 25.20727  0.58
47 C 20.52172 -25.54889 20.00543  0.73
48 C 21.48806 -16.03774 22.65177  0.69
49 C 13.46456 -26.91885 18.37282  0.64
50 C 24.25397 -18.77977 17.47071  0.73
51 C 23.20600 -21.20490 22.75819  0.65
52 C 13.81751 -19.01957 13.37989  0.62
53 H 17.67175 -23.86167 27.21738  0.21
54 H 12.68385 -17.89630 14.61157  0.17
55 H 21.77945 -20.82251 14.06733  0.19
56 H 11.84699 -17.64776 18.33299  0.30
57 H 15.14198 -16.67370 22.31848  0.20
58 H 14.90975 -14.39307 16.11663  0.21
59 H 18.98927 -18.38924 12.58659  0.20
60 H 18.05117 -27.98410 16.46058  0.16
61 H 18.28054 -25.96966 16.79027  0.16
62 H 23.93793 -19.73281 21.95722  0.23
63 H 19.70187 -25.99875 21.75324  0.18
64 H 13.04478 -19.94217 22.68118  0.21
65 H 14.43095 -27.20659 20.00067  0.17
66 H 22.26028 -14.35147 23.34624  0.22
67 H 21.48270 -24.55844 18.56607  0.22
68 H 22.49042 -19.63342 17.58334  0.12
69 H 20.35883 -20.39436 14.94080  0.15
70 H 25.53581 -20.25075 17.59447  0.22
71 H 12.70609 -16.40189 18.29268  0.30
72 H 17.99804 -22.26409 26.65605  0.17
73 H 17.60931 -24.79467 15.70605  0.20
74 H 19.94631 -17.39236 22.32195  0.18
75 H 17.80724 -15.42207 17.33101  0.16
76 H 13.98310 -19.44312 15.28491  0.16
77 H 15.85658 -15.65944 16.64094  0.18
78 H 25.00809 -20.84964 22.92109  0.24
79 H 12.12436 -28.37634 17.93767  0.22
80 H 18.84467 -14.27431 16.55496  0.19
81 H 13.34763 -28.71770 19.17457  0.16
82 H 21.20544 -21.15848 22.96604  0.13
83 H 17.82901 -21.99892 24.75728  0.22
84 H 18.94836 -19.11230 14.15048  0.14
85 H 21.04130 -24.81581 21.70487  0.16
86 H 19.56212 -16.16263 23.30886  0.15
87 H 17.21040 -28.57933 15.00772  0.21
88 H 13.32266 -19.14443 21.15046  0.14
89 H 21.46834 -23.78907 20.12319  0.19
90 H 23.95541 -20.71052 17.07316  0.18
91 H 14.84911 -25.64429 19.23809  0.23
92 H 17.77263 -22.90779 23.38770  0.22
93 H 14.31650 -17.26090 20.92351  0.14
94 H 12.30442 -17.88794 12.86728  0.21
95 H 22.77354 -17.95970 18.33267  0.19
96 H 22.05398 -19.62517 22.81510  0.13
97 H 20.75728 -14.96177 24.10144  0.16
98 H 15.35394 -19.97488 14.43818  0.19

Properties
gap between HOMO and LUMO	8.5	eV
energy above the lowest of the compared OMol25 structures with the same formula, charge and spin	966.9	kJ/mol
charge	-1
E_LUMO	1.2	eV
electronic energy	-5389.64270	Ha
2S+1	1

=====

> Which of these has the lowest electronic energy?

C11H46AsF6N22O12